# 1
The following is a DFT calculation (ωB97M-V with the def2-TZVPD basis set) of a molecular structure, C17H24N4.

The geometry in XYZ format:
```
45
Properties=species:S:1:pos:R:3:lowdin_charge:R:1
C 1.266 2.016 -2.026 -0.081
H 2.100 2.556 -2.075 0.003
H 0.944 1.762 -0.876 0.108
H 0.375 2.683 -2.438 0.107
C 1.047 0.808 -2.989 -0.393
C 1.443 1.013 -4.443 -0.060
H 1.611 0.130 -5.016 0.075
H 0.438 1.476 -4.798 0.128
H 2.228 1.441 -4.618 -0.029
H 2.022 0.112 -2.531 0.161
C -0.046 -0.305 -2.589 -0.158
C -0.208 -0.779 -1.308 -0.287
N -0.862 0.299 -0.431 0.172
C -0.798 -0.255 1.022 -0.128
N -1.543 0.691 1.711 -0.077
C -1.262 0.626 3.177 -0.069
H -2.091 0.011 3.529 0.122
C -1.647 1.997 3.825 -0.434
N -0.972 2.886 3.378 -0.060
H -0.837 3.806 3.789 0.133
C -1.155 3.097 1.757 -0.039
H 0.092 3.064 1.343 0.172
C -1.837 1.876 1.307 -0.352
H -2.771 2.050 1.515 0.073
H -2.002 1.735 0.157 0.166
H -1.648 4.080 1.668 0.107
H -1.522 2.055 4.846 0.109
H -2.845 2.026 3.846 0.148
H -0.269 0.325 3.487 0.121
C -0.291 -1.390 1.442 -0.109
C 0.238 -2.363 0.499 0.013
C 0.291 -1.865 -0.942 -0.172
C 1.099 -2.915 -1.635 -0.111
H 1.815 -2.379 -2.446 0.144
H 0.367 -3.393 -2.343 0.115
C 1.751 -3.969 -0.486 -0.110
H 1.584 -4.885 -0.972 0.075
H 2.992 -3.448 -0.335 0.209
C 0.899 -3.662 0.655 -0.201
H 1.596 -3.839 1.553 0.168
H 0.183 -4.223 0.785 0.046
C -0.197 -2.049 2.695 -0.253
N -0.491 -2.510 3.627 0.208
H -0.119 -0.833 -3.427 0.065
H -0.967 0.445 -2.888 0.175
```

Results
2S+1: 1
Gap between HOMO and LUMO in eV: 7.72
Calculated total energy in Eh: -880.6624
E_LUMO in hartree: -0.00907

=====

# 2
The following is a DFT calculation (ωB97M-V with the def2-TZVPD basis set) of 2 unconnected molecules or ions with the total composition C5H14N2P.

The geometry in XYZ format:
```
22
Properties=species:S:1:pos:R:3:lowdin_charge:R:1
C 2.317 -1.065 -0.466 -0.326
C -1.375 1.369 -0.077 -0.097
C -2.707 -0.476 0.442 -0.066
C 1.779 0.248 -0.844 -0.361
C -1.418 -0.116 -0.450 -0.379
N 3.108 -1.226 0.524 0.080
N -0.310 -0.777 0.239 0.043
P 2.446 1.482 0.101 1.020
H 2.055 -1.953 -1.155 0.151
H -2.166 1.940 -0.690 0.133
H -1.342 1.599 0.947 0.065
H -0.453 1.717 -0.535 0.006
H -3.669 -0.467 -0.048 0.075
H -2.884 0.108 1.369 0.093
H -2.738 -1.475 0.695 0.037
H 0.962 0.474 -1.621 0.109
H -1.607 -0.308 -1.419 0.102
H 3.519 -2.064 0.877 0.086
H -0.143 -1.743 0.111 0.079
H -0.287 -0.648 1.233 0.108
H 1.623 2.757 -0.088 0.051
H 3.289 0.624 0.854 -0.010
```

Results
2S+1: 1
Gap between HOMO and LUMO in eV: 7.07
Calculated total energy in Eh: -649.3300
E_LUMO in hartree: -0.20606
Total charge: +1

=====

# 3
The following is a DFT calculation (ωB97M-V with the def2-TZVPD basis set) of 3 unconnected molecules or ions with the total composition CH7OS2.

The geometry in XYZ format:
```
11
Properties=species:S:1:pos:R:3:lowdin_charge:R:1
O -3.272 0.589 2.273 -0.074
H 2.190 0.499 0.348 -0.201
H -0.486 -1.209 0.658 -0.260
H -3.458 0.779 3.187 0.027
C 1.536 -0.327 -1.959 -0.516
S 2.318 0.953 -0.922 0.605
S -0.390 0.091 0.825 0.469
H 0.457 -0.320 -1.788 -0.027
H 1.769 -1.387 -1.832 0.036
H 1.658 -0.149 -3.025 0.028
H -2.322 0.481 2.235 -0.087
```

Results
2S+1: 2
⟨S²⟩: 0.75
Gap between HOMO and LUMO (alpha / beta) in eV: 10.02 / 6.49
Calculated total energy in Eh: -913.8264
E_LUMO (alpha / beta) in hartree: 0.02618 / -0.10275

=====

# 4
The following is a DFT calculation (ωB97M-V with the def2-TZVPD basis set) of 3 unconnected molecules or ions with the total composition C2H10NO2.

The geometry in XYZ format:
```
15
Properties=species:S:1:pos:R:3:lowdin_charge:R:1
C -0.344 -0.379 0.723 -0.163
C 0.190 -0.875 1.750 0.020
N 0.516 0.313 -0.398 0.192
H -1.433 -0.342 0.652 0.131
H -0.331 -1.239 2.710 0.125
H 1.307 -1.001 1.742 0.101
H 1.495 0.203 -0.336 0.134
H 0.196 1.318 -0.235 0.111
H 0.224 -0.288 -1.199 0.104
H 0.824 -2.516 -2.602 0.040
H -0.645 -2.287 -2.322 0.137
O 0.290 -1.840 -2.222 -0.068
H -1.063 2.786 1.251 0.060
H -0.691 3.478 0.001 0.080
O -0.535 2.669 0.485 -0.004
```

Results
2S+1: 1
Gap between HOMO and LUMO in eV: 12.34
Calculated total energy in Eh: -287.1489
E_LUMO in hartree: -0.10810
Total charge: +1

=====

# 5
The following is a DFT calculation (ωB97M-V with the def2-TZVPD basis set) of 2 unconnected molecules or ions with the total composition C5H10N5.

The geometry in XYZ format:
```
20
Properties=species:S:1:pos:R:3:lowdin_charge:R:1
C -0.731 -1.777 1.638 -0.139
C -2.358 -1.999 0.255 -0.077
C -0.173 0.882 -1.167 0.244
C 2.135 1.239 -1.681 0.029
C 1.292 1.285 0.604 -0.030
N -1.176 -2.983 1.673 0.044
N -2.241 -3.072 0.928 0.035
N -1.553 -0.975 0.887 -0.144
N -1.602 0.291 0.732 0.119
N 0.967 1.164 -0.764 -0.228
H -0.021 -1.327 2.295 0.122
H -2.925 -1.777 -0.601 0.112
H -0.481 0.644 -2.180 0.128
H 1.703 1.389 -2.687 0.110
H 2.837 0.397 -1.557 0.127
H 2.656 2.192 -1.537 0.114
H 1.666 0.271 0.822 0.118
H 0.330 1.307 1.171 0.090
H 2.062 2.064 0.821 0.133
H -2.388 0.786 0.348 0.093
```

Results
2S+1: 3
⟨S²⟩: 2.02
Gap between HOMO and LUMO (alpha / beta) in eV: 7.81 / 6.04
Calculated total energy in Eh: -469.7692
E_LUMO (alpha / beta) in hartree: -0.17731 / -0.25621
Total charge: +1

=====

# 6
The following is a DFT calculation (ωB97M-V with the def2-TZVPD basis set) of a gas-phase ion, C5H13NP (charge +1).

The geometry in XYZ format:
```
20
Properties=species:S:1:pos:R:3:lowdin_charge:R:1
C 1.116 0.696 -0.908 -0.508
C 1.322 0.229 -2.321 -0.061
C 0.292 -1.287 1.003 -0.183
C -1.699 -0.827 -0.979 -0.153
C -1.031 1.366 0.980 -0.149
N 1.952 1.423 -0.258 0.134
P -0.400 0.018 -0.031 0.916
H 0.685 -0.617 -2.444 0.040
H 0.949 1.151 -2.920 0.131
H 2.457 0.234 -2.524 0.129
H -0.544 -1.608 1.693 0.092
H 1.057 -0.863 1.651 0.058
H 0.948 -1.945 0.339 0.107
H -2.336 -1.330 -0.200 0.095
H -1.316 -1.603 -1.610 0.060
H -2.290 -0.149 -1.509 0.042
H -0.320 2.137 1.288 0.071
H -1.422 0.853 1.829 0.059
H -1.727 1.952 0.506 0.038
H 1.738 1.852 0.680 0.082
```

Results
2S+1: 1
Gap between HOMO and LUMO in eV: 10.48
Calculated total energy in Eh: -594.1359
E_LUMO in hartree: -0.12784
Total charge: +1

=====

# 7
The following is a DFT calculation (ωB97M-V with the def2-TZVPD basis set) of 2 unconnected molecules or ions with the total composition C6H9N2O2.

The geometry in XYZ format:
```
19
Properties=species:S:1:pos:R:3:lowdin_charge:R:1
C 3.092 1.646 -1.287 -0.090
C 1.760 -1.232 0.188 -0.220
C 0.779 0.563 -0.656 -0.079
C 2.104 0.588 -0.956 -0.382
N 0.596 -0.542 0.152 0.032
N 2.700 -0.612 -0.523 0.047
H -0.225 -0.649 0.828 0.073
H 1.866 -2.011 0.948 0.112
H -0.067 1.162 -0.939 0.104
H 2.606 2.643 -1.530 0.080
H 3.755 1.502 -2.134 0.053
H 3.704 1.845 -0.408 0.064
C -3.638 -0.751 0.339 -0.045
C -2.816 -0.742 1.666 -0.753
O -1.558 -0.699 1.592 -0.104
O -3.501 -0.715 2.700 -0.068
H -3.141 -1.455 -0.336 0.057
H -3.323 0.182 -0.216 0.067
H -4.693 -0.722 0.574 0.050
```

Results
2S+1: 1
Gap between HOMO and LUMO in eV: 8.42
Calculated total energy in Eh: -494.0870
E_LUMO in hartree: 0.13343
Total charge: -1

=====

# 8
The following is a DFT calculation (ωB97M-V with the def2-TZVPD basis set) of 5 unconnected molecules or ions with the total composition C45H48BCl2F3NO6PS.

The geometry in XYZ format:
```
108
Properties=species:S:1:pos:R:3:lowdin_charge:R:1
C 4.500 2.258 2.507 -0.051
C 5.784 1.618 1.936 -0.230
O 5.985 0.319 2.507 0.044
B 6.041 -0.722 1.603 -0.723
O 7.020 -1.656 1.799 0.133
C 5.023 -0.948 0.398 -0.091
C 3.727 -1.324 0.708 -0.376
C 2.752 -1.540 -0.235 -0.314
C 3.101 -1.407 -1.563 0.031
C 4.379 -1.074 -1.923 -0.221
C 4.735 -0.980 -3.422 -0.158
C 4.702 0.467 -3.990 -0.048
C 6.004 0.967 -4.632 -0.624
F 5.676 1.579 -5.817 0.086
F 6.886 0.021 -4.956 0.129
F 6.577 1.937 -3.899 0.112
C 5.377 -0.815 -0.961 -0.262
P 7.051 -0.316 -1.585 0.664
O 7.393 1.156 -0.901 -0.328
Cl 8.485 -1.604 -0.811 0.291
N 1.398 -1.892 0.053 -0.364
Cl 1.257 -3.626 0.306 0.715
C 0.866 -1.233 1.209 -0.295
C -0.443 -0.781 1.171 -0.131
C -1.317 -0.915 -0.053 -0.150
O -1.662 -2.267 -0.345 -0.081
C -2.633 -2.280 -1.342 -0.255
O -3.931 -2.315 -0.762 -0.085
C -4.891 -1.722 -1.609 -0.209
C -5.188 -0.268 -1.186 -0.212
O -6.459 0.210 -1.636 -0.081
C -0.993 -0.178 2.278 -0.026
C -0.281 0.018 3.443 -0.055
C 1.029 -0.411 3.483 -0.094
C 1.573 -1.014 2.372 -0.430
S 3.276 -1.552 2.425 1.088
H 3.676 2.077 1.807 0.074
H 4.292 1.823 3.489 0.080
H 4.599 3.343 2.613 0.073
H 6.621 2.272 2.219 0.115
H 5.751 1.625 0.843 0.100
H 7.712 -1.265 2.348 0.107
H 2.351 -1.594 -2.328 0.135
H 3.968 -1.573 -3.937 0.113
H 5.680 -1.506 -3.562 0.090
H 3.912 0.526 -4.739 0.124
H 4.489 1.142 -3.155 0.129
H 8.089 1.080 -0.230 0.012
H -2.252 -0.365 0.134 0.119
H -0.830 -0.403 -0.900 0.137
H -2.481 -3.108 -2.048 0.147
H -2.569 -1.347 -1.931 0.125
H -5.848 -2.263 -1.547 0.125
H -4.587 -1.778 -2.666 0.120
H -4.424 0.394 -1.620 0.117
H -5.192 -0.193 -0.093 0.125
H -6.853 -0.439 -2.230 0.055
H -2.020 0.178 2.237 0.121
H -0.695 0.485 4.332 0.103
H 1.674 -0.296 4.351 0.111
C -2.798 3.928 7.916 -0.097
C -1.540 3.802 7.343 -0.098
C -1.005 2.543 7.111 -0.103
C -1.734 1.407 7.444 -0.104
C -2.993 1.533 8.014 -0.097
C -3.524 2.793 8.254 -0.097
H -3.214 4.911 8.100 0.100
H -0.976 4.687 7.078 0.100
H -0.021 2.445 6.670 0.097
H -1.319 0.424 7.260 0.098
H -3.561 0.649 8.272 0.101
H -4.504 2.891 8.703 0.100
C -6.686 -2.690 -5.068 -0.101
C -6.367 -3.216 -6.312 -0.094
C -6.933 -4.413 -6.727 -0.094
C -7.826 -5.081 -5.902 -0.093
C -8.149 -4.555 -4.659 -0.091
C -7.576 -3.362 -4.239 -0.108
H -6.241 -1.756 -4.743 0.093
H -5.676 -2.691 -6.960 0.101
H -6.679 -4.825 -7.696 0.102
H -8.272 -6.012 -6.227 0.102
H -8.847 -5.075 -4.016 0.103
H -7.825 -2.954 -3.266 0.087
C 11.319 3.457 2.976 -0.090
C 11.605 3.028 1.687 -0.089
C 10.895 1.973 1.133 -0.087
C 9.892 1.353 1.866 -0.104
C 9.602 1.783 3.154 -0.093
C 10.319 2.833 3.711 -0.089
H 11.875 4.278 3.409 0.102
H 12.383 3.517 1.114 0.103
H 11.122 1.633 0.129 0.106
H 9.334 0.531 1.432 0.071
H 8.817 1.300 3.724 0.103
H 10.097 3.166 4.717 0.103
C -12.037 0.933 -3.734 -0.099
C -11.854 1.723 -2.607 -0.098
C -10.725 1.557 -1.817 -0.090
C -9.771 0.607 -2.158 -0.088
C -9.954 -0.178 -3.288 -0.092
C -11.087 -0.021 -4.074 -0.094
H -12.919 1.060 -4.348 0.099
H -12.594 2.468 -2.344 0.099
H -10.587 2.169 -0.934 0.101
H -8.888 0.480 -1.545 0.084
H -9.211 -0.919 -3.559 0.078
H -11.228 -0.639 -4.951 0.101
```

Results
2S+1: 1
Gap between HOMO and LUMO in eV: 8.06
Calculated total energy in Eh: -4234.1881
E_LUMO in hartree: -0.01376
SMILES: CCOB(O)c1c2c(cc(CCC(F)(F)F)c1P(O)Cl)N(Cl)c1c(COCOCCO)cccc1S2.c1ccccc1.c1ccccc1.c1ccccc1.c1ccccc1